Density functional theory data (ωB97M-V/def2-TZVPD) for a 5-piece molecular cluster, H10O4S2 overall.

Cartesian coordinates (Å):
1 S -1.575 0.578 -6.199
2 S 0.120 0.735 -5.147
3 H -1.006 0.466 -7.432
4 H 0.565 -0.532 -5.083
5 H 0.028 3.856 6.118
6 H 0.694 3.115 5.083
7 O 0.593 4.039 5.355
8 H 0.112 -0.607 -0.308
9 H -0.577 -1.250 -1.326
10 O 0.330 -1.276 -0.979
11 H 1.873 -3.681 -1.509
12 H 2.213 -5.080 -1.125
13 O 2.475 -4.178 -0.950
14 H -2.174 0.764 5.056
15 H -2.116 1.779 3.925
16 O -1.557 1.273 4.521

The HOMO energy (alpha / beta) is -0.4617 / -0.4617 Ha. The total charge is +1. Its energy above the lowest of the compared OMol25 structures with the same formula, charge and spin is 80.6 kJ/mol. The spin multiplicity is 2.

Charges per atom according to natural (NBO) partitioning, unit e: S 0.27; S 0.33; H 0.20; H 0.19; H 0.46; H 0.47; O -0.93; H 0.47; H 0.45; O -0.92; H 0.46; H 0.47; O -0.93; H 0.47; H 0.47; O -0.94